# 1
ORCA calculation (ωB97M-V/def2-TZVPD) on a molecular structure, C36H27HgN4O2S in a non-equilibrium geometry.

Computed properties:
Maximum force ... 0.02138 hartree/bohr
Multiplicity ... 2
DFT total energy ... -62835.420 eV
⟨S²⟩ ... 0.774
E_HOMO (alpha / beta) ... -5.1 / -8.5 eV
LUMO level (alpha / beta) ... 0.147 / 0.148 eV

Geometry as XYZ:
```
71
Properties=species:S:1:pos:R:3:forces:R:3:lowdin_charge:R:1
H 0.301 -3.211 -4.932 0.0 0.0 0.0 0.105
S -4.115 -0.673 -2.726 -0.1 0.0 0.0 1.121
H 0.043 4.416 -4.088 0.0 0.0 0.0 0.115
H -1.836 -3.434 -6.148 0.0 0.0 0.0 0.103
C 1.087 -1.738 2.226 0.2 0.0 0.0 -0.340
C -4.967 1.846 0.910 0.0 0.0 0.0 -0.090
N 0.094 -1.950 1.450 -0.2 -0.1 -0.1 0.066
C -1.451 -6.029 -1.130 0.0 0.0 0.0 -0.091
C 0.983 3.015 -1.980 0.1 0.0 0.0 -0.254
H 0.407 1.369 -7.075 0.0 0.0 0.0 0.100
C 0.280 -3.643 3.072 0.0 0.1 0.0 -0.064
C 1.976 -0.604 2.091 0.0 0.1 -0.1 -0.231
N 1.113 1.923 -1.022 -0.1 0.0 -0.2 0.063
C 2.932 -0.291 3.027 0.1 0.0 0.0 -0.019
H 3.070 -0.949 3.875 0.0 0.0 0.0 0.115
H -1.931 2.027 2.395 0.0 0.0 0.0 0.087
C -0.513 -2.007 -3.368 0.0 0.0 0.0 -0.039
H -0.239 -3.751 4.021 0.0 0.0 0.0 0.124
C -0.486 -5.055 -1.340 0.0 0.0 0.0 -0.081
C -0.211 -4.116 -0.353 0.0 0.0 0.0 -0.036
H -5.987 2.186 1.042 0.0 0.0 0.0 0.101
C 0.332 3.410 -4.373 0.0 0.0 0.0 -0.042
Hg -0.343 0.170 0.103 -0.1 0.6 0.9 1.170
C -1.877 -5.115 1.052 0.0 0.0 0.0 -0.042
C -2.874 -1.532 -3.577 0.0 0.0 0.0 -0.460
C 0.189 2.996 -5.689 0.0 0.0 0.0 -0.085
H -2.436 -5.127 1.983 0.0 0.0 0.0 0.115
C -2.675 1.746 1.659 0.1 0.0 0.1 -0.137
H 4.011 2.602 1.605 0.0 0.0 0.0 0.115
C 0.832 2.540 -3.406 -0.1 0.0 0.0 -0.189
H -2.905 -6.813 0.243 0.0 0.0 0.0 0.101
C 2.487 1.330 0.855 -0.1 -0.1 0.0 -0.231
H 1.283 -0.189 -5.364 0.0 0.0 0.0 0.098
H -3.890 -2.364 -5.295 0.0 0.0 0.0 0.109
H -1.669 -6.756 -1.902 0.0 0.0 0.0 0.100
O 1.293 -2.624 3.226 -0.1 -0.1 0.1 0.011
C 0.532 1.699 -6.051 0.0 0.0 0.0 -0.091
N 1.742 0.175 0.977 -0.2 0.0 -0.1 -0.013
H 0.770 -4.581 2.816 0.1 0.0 0.0 0.129
H 2.978 3.767 -2.541 0.1 0.0 0.0 0.129
O 2.848 3.268 -0.540 0.0 0.1 0.0 0.010
H -5.392 0.799 -0.907 0.0 0.0 0.0 0.084
C -0.629 -3.121 1.933 0.1 0.0 0.0 -0.253
C -2.954 -2.264 -4.759 0.0 0.0 0.0 -0.084
C -2.145 -6.060 0.073 0.0 0.0 0.0 -0.085
C -3.985 2.185 1.832 0.0 0.0 0.0 -0.092
N -1.761 -0.642 -1.726 0.3 -0.3 -0.3 0.027
C 3.705 0.869 2.874 0.0 0.0 0.0 -0.078
C 1.024 0.827 -5.091 0.0 0.0 0.0 -0.081
C 2.117 2.164 -0.266 0.2 -0.1 0.0 -0.341
H -4.241 2.795 2.692 0.0 0.0 0.0 0.100
C 3.456 1.686 1.764 0.1 -0.1 0.0 -0.019
C -2.956 -0.201 -1.514 -0.1 0.1 0.1 -0.525
C 2.262 3.850 -1.726 0.0 0.0 0.0 -0.064
H -0.203 3.681 -6.431 0.0 0.0 0.0 0.101
C -2.306 0.963 0.570 -0.1 -0.3 -0.4 -0.211
C -0.905 -4.138 0.850 -0.1 0.0 0.0 -0.189
C -1.800 -2.860 -5.230 0.0 0.0 0.0 -0.085
H -1.593 -2.796 2.335 0.0 0.0 0.0 0.148
H 0.092 3.598 -1.728 0.0 0.0 0.0 0.148
C -0.588 -2.732 -4.539 0.0 0.0 0.0 -0.091
C 1.178 1.247 -3.775 0.0 0.0 -0.1 -0.036
C -4.629 1.067 -0.182 0.0 0.0 0.0 -0.073
C -3.315 0.633 -0.346 0.0 -0.1 -0.1 -0.281
C -1.670 -1.400 -2.883 0.0 0.1 0.1 -0.301
H 0.536 -3.348 -0.516 0.0 0.0 0.0 0.103
H 4.452 1.140 3.606 0.0 0.0 0.0 0.092
H 0.051 -5.018 -2.281 0.0 0.0 0.0 0.098
H 1.554 0.567 -3.021 0.0 0.0 0.0 0.103
H 0.415 -1.896 -2.818 0.0 0.0 0.0 0.111
H 2.058 4.898 -1.525 0.0 0.0 0.0 0.124
```
Positions in Å, forces in eV/Å.



# 2
ORCA calculation (ωB97M-V/def2-TZVPD) on a molecular structure, C32H50AsN2O5Si3TeTi in a non-equilibrium geometry.

Computed properties:
Total charge ... +1
Maximum force ... 0.04273 hartree/bohr
DFT total energy ... -162093.709 eV
E_HOMO ... -10.1 eV
LUMO level ... -3.589 eV

Geometry as XYZ:
```
95
Properties=species:S:1:pos:R:3:forces:R:3:lowdin_charge:R:1
H -0.212 5.669 0.336 0.0 0.1 0.0 0.017
C -2.029 1.314 2.054 0.1 -0.3 0.0 -0.385
H -1.263 -2.461 -3.969 -0.1 0.0 0.0 0.170
H 4.141 3.122 -1.849 0.0 0.0 0.0 0.047
O -2.484 0.843 -2.933 -0.3 0.2 0.1 0.144
C 0.761 1.601 3.484 0.3 0.0 0.1 -0.197
C -3.251 1.411 2.961 0.0 0.0 -0.1 -0.124
C 3.056 3.129 -1.714 0.0 0.1 -0.3 -0.202
O -1.366 -2.290 -0.691 -0.1 0.1 -0.4 -0.165
Si 2.647 2.928 0.077 -0.1 -0.2 -0.1 0.309
C -2.657 3.662 -0.764 -0.2 -0.2 0.0 -0.193
C 2.217 -5.214 -0.556 0.0 0.0 0.0 -0.016
H -3.547 2.462 2.985 0.0 0.0 -0.1 0.128
H -3.037 2.650 -0.910 0.0 0.1 0.0 0.015
C 3.289 -1.295 -1.934 0.1 -0.1 0.1 -0.055
H 2.670 4.067 -2.119 0.0 0.0 0.0 0.032
H 4.266 -1.352 -2.415 0.0 0.0 0.0 0.090
H -3.430 -1.981 -0.467 0.0 0.1 0.1 0.162
H -4.120 1.137 4.883 0.0 0.0 0.0 0.158
H 1.997 5.262 0.589 0.0 0.1 0.0 0.010
As 0.368 2.185 0.101 0.0 1.0 0.3 0.883
H 3.874 0.803 0.305 0.1 0.0 0.0 -0.010
C -2.906 -3.831 -1.573 0.0 0.0 0.0 -0.069
H 0.329 -2.977 -1.733 0.1 0.1 0.1 0.130
C 2.897 -2.644 -1.386 0.0 -0.1 0.0 -0.302
C -1.190 -1.961 -3.008 -0.2 0.1 0.2 -0.051
H 2.769 -7.006 -2.568 0.0 0.0 0.0 0.081
H -0.159 -4.023 1.171 0.0 0.0 0.0 0.056
H 3.657 4.901 1.082 0.0 0.0 0.0 0.052
H 3.488 1.456 1.889 0.1 0.0 0.0 0.014
H -0.864 2.468 -3.260 0.0 0.1 0.0 0.018
H -2.850 3.977 0.264 -0.1 0.0 0.0 0.024
C -0.740 -2.904 -1.878 -0.2 0.0 0.0 -0.216
H -4.070 0.863 2.488 0.0 0.0 0.0 0.140
H 0.593 3.463 -3.140 0.0 0.0 -0.1 0.021
N -1.550 -0.024 1.671 -0.4 0.5 0.2 -0.104
C 2.101 -2.832 -0.246 0.1 0.1 -0.1 -0.494
C -2.608 -1.491 -2.459 0.3 0.0 0.2 -0.061
H -1.279 -1.977 1.894 0.0 0.0 0.0 0.063
H -3.404 -1.631 -3.186 0.1 0.0 -0.1 0.172
Si -0.444 2.378 2.320 -0.3 -0.2 0.0 0.389
C -3.162 0.917 4.404 0.2 0.1 0.1 -0.272
H 4.775 2.195 0.927 0.0 0.0 0.0 0.054
H -0.069 4.728 2.931 -0.1 0.0 0.0 0.042
C -0.481 3.445 -2.959 0.0 -0.2 -0.2 -0.185
H 0.639 2.017 4.484 0.0 0.0 0.0 0.021
H 0.798 -5.460 1.561 0.0 0.0 0.0 0.081
H -2.299 -2.416 3.913 0.0 0.0 0.0 0.113
C 3.021 -5.059 -1.681 0.0 0.0 0.0 -0.258
C -1.467 -4.232 -1.971 0.0 -0.1 0.0 -0.071
N -1.380 2.251 5.791 -0.1 0.0 0.0 0.201
H 2.302 4.334 2.064 0.1 0.0 0.0 0.031
C -2.158 1.666 5.182 -0.1 -0.1 0.0 -0.168
H -0.949 4.202 -3.595 0.0 0.0 0.0 0.054
H 1.955 -6.216 -0.228 0.0 0.0 0.0 0.122
H 1.787 1.781 3.158 0.0 0.0 0.0 0.012
H -1.576 4.558 2.027 0.0 0.0 0.1 0.020
H 2.583 -0.950 -2.687 -0.1 0.0 -0.1 0.073
C -0.301 5.524 -0.742 0.2 0.2 0.1 -0.204
O 0.207 -0.404 -4.196 0.3 0.1 -0.1 0.190
H -1.037 -4.936 -1.261 0.0 0.0 0.0 0.119
C 2.637 4.505 1.038 0.0 0.2 0.2 -0.195
C -2.362 -1.368 3.643 0.1 -0.1 -0.2 -0.016
H 0.623 0.518 3.536 0.0 0.0 0.0 0.017
Ti -0.636 -0.066 -0.380 1.1 -1.1 1.5 0.589
C -2.545 -0.012 -2.095 -0.4 -0.1 0.0 -0.520
H 3.324 -0.537 -1.156 0.0 0.0 0.0 0.014
O -2.440 0.227 -0.761 -0.3 0.1 -1.1 -0.175
O 0.176 -0.308 -1.941 -0.3 -0.2 -1.4 -0.230
H 3.955 -3.627 -2.962 0.0 0.0 0.0 0.123
H -1.395 -4.663 -2.968 0.0 0.0 0.0 0.131
C 3.787 1.724 0.876 0.1 -0.2 0.2 -0.221
C 0.855 -4.390 1.359 0.0 0.0 0.0 -0.094
H -3.275 -1.006 5.463 0.0 0.0 0.0 0.126
C 3.549 -6.259 -2.420 0.0 0.0 0.0 -0.041
C -2.925 -0.562 4.538 0.0 0.2 0.1 -0.019
H 2.639 2.305 -2.299 0.1 0.0 0.0 0.033
H 4.350 -6.735 -1.849 0.0 0.0 0.0 0.089
H -2.386 1.759 1.118 0.0 -0.1 -0.1 0.065
H -3.265 -4.407 -0.722 0.0 0.0 0.0 0.123
Te 1.444 -1.207 0.945 0.0 0.0 0.3 1.155
C -1.729 -1.094 2.341 0.0 -0.1 0.3 -0.146
C -2.738 -2.360 -1.209 0.0 -0.1 0.0 -0.226
H -3.224 4.323 -1.428 0.0 0.0 0.0 0.055
H -3.621 -3.949 -2.386 0.0 0.0 0.0 0.127
C -0.204 -0.820 -3.166 -0.2 -0.1 0.3 -0.478
H -1.493 4.069 3.736 0.0 0.0 0.0 0.031
C 1.746 -4.128 0.171 0.0 0.0 0.0 -0.330
H 0.656 5.775 -1.205 0.0 0.0 0.0 0.034
C -0.948 4.093 2.790 0.0 0.3 -0.1 -0.180
H 3.952 -5.982 -3.393 0.0 0.0 0.0 0.078
H -1.048 6.231 -1.115 0.0 0.0 0.0 0.049
H 1.216 -3.889 2.257 0.0 0.0 0.0 0.053
Si -0.862 3.813 -1.194 0.1 0.0 0.1 0.337
C 3.338 -3.771 -2.081 0.0 0.1 0.0 -0.009
```
Positions in Å, forces in eV/Å.